The following is a DFT calculation (ωB97M-V with the def2-TZVPD basis set) of a single C18H20N4OS molecule in a non-equilibrium geometry.

Properties
Relative energy (zero: lowest compared OMol25 entry of this formula, charge and spin) in kcal/mol: 29.4
Charge: 0
Strongest force on any atom in eV/Å: 1.05
Structure (SMILES): COc1ccc(-c2csc(Cc3nnc4n3CCCCC4)n2)cc1

XYZ file:
```
44
Properties=species:S:1:pos:R:3:lowdin_charge:R:1
C 0.99828 -6.32067 4.21450 -0.094
O 0.12857 -5.32535 4.69445 -0.086
C -0.17266 -4.27588 3.87956 -0.278
C 0.31024 -4.10088 2.58706 -0.017
C -0.06787 -2.99236 1.85393 -0.022
C -0.92982 -2.03369 2.38023 -0.180
C -1.30089 -0.88343 1.56943 -0.332
C -2.10024 0.16580 1.93685 -0.344
S -2.26766 1.29801 0.65929 1.055
C -1.23664 0.26938 -0.30783 -0.588
C -0.87855 0.63257 -1.70502 -0.112
C -0.03203 1.85956 -1.72249 -0.311
N 0.30842 2.57032 -0.68782 0.060
N 1.07269 3.59138 -1.11215 0.071
C 1.19049 3.49808 -2.40411 -0.319
N 0.50046 2.40727 -2.85932 0.032
C 0.41566 1.95567 -4.22022 -0.125
C 1.79214 1.59986 -4.78806 -0.171
C 2.62350 2.81946 -5.18639 -0.210
C 3.09735 3.67753 -4.01320 -0.192
C 1.96411 4.40633 -3.28235 -0.116
N -0.83501 -0.78860 0.28836 0.103
C -1.40978 -2.21746 3.67876 -0.022
C -1.03781 -3.31880 4.41469 -0.002
H 0.58910 -6.82077 3.33048 0.095
H 1.98561 -5.91182 3.97612 0.095
H 1.09469 -7.04339 5.02337 0.092
H 0.98067 -4.81940 2.14172 0.101
H 0.30634 -2.85408 0.85181 0.106
H -2.59087 0.34442 2.87112 0.061
H -1.78926 0.81084 -2.28845 0.123
H -0.33396 -0.20684 -2.14724 0.127
H -0.23520 1.07864 -4.24416 0.120
H -0.04454 2.74228 -4.83018 0.134
H 1.64069 0.97882 -5.67332 0.111
H 2.33801 1.00562 -4.05155 0.123
H 3.50341 2.46656 -5.72924 0.109
H 2.04236 3.43934 -5.87453 0.112
H 3.79214 4.42619 -4.39917 0.109
H 3.64287 3.05766 -3.29856 0.121
H 2.37552 5.18881 -2.64478 0.118
H 1.29600 4.87275 -4.01296 0.121
H -2.08013 -1.49435 4.11615 0.106
H -1.40454 -3.46751 5.41818 0.117
```

=====

The following is a DFT calculation (ωB97M-V with the def2-TZVPD basis set) of a single C18H20N8O molecule in a non-equilibrium geometry.

Properties
Relative energy (zero: lowest compared OMol25 entry of this formula, charge and spin) in kcal/mol: 69.0
Charge: 0
Strongest force on any atom in eV/Å: 5.67
Structure (SMILES): COCCn1cc(Nc2cc(NCc3cccc(NC#N)c3)ncn2)cn1

XYZ file:
```
47
Properties=species:S:1:pos:R:3:lowdin_charge:R:1
C -4.71604 -7.28241 0.41652 -0.054
O -3.38091 -6.67206 0.42993 -0.182
C -3.32707 -5.35252 0.97251 -0.220
C -2.44016 -4.58244 0.05030 -0.112
N -3.00896 -3.23601 -0.12926 -0.115
C -2.49533 -2.06651 0.41347 -0.075
C -3.16946 -0.97179 0.14254 -0.238
N -3.12582 0.40628 0.44461 0.116
C -2.06826 1.24688 0.64815 -0.282
C -0.75077 0.77180 0.54100 0.045
C 0.21456 1.63362 0.72944 -0.449
N 1.53139 1.58122 0.75490 0.025
C 2.34832 1.29085 -0.42134 -0.148
C 3.21320 2.48613 -0.81959 -0.166
C 2.71708 3.43791 -1.74128 -0.021
C 3.59624 4.53709 -2.00901 -0.027
C 4.91471 4.65786 -1.39865 -0.005
C 5.41243 3.68176 -0.52477 -0.295
N 6.65048 3.71109 0.09295 0.052
C 7.54527 4.66968 -0.17560 -0.307
N 8.30110 5.55241 -0.26021 0.147
C 4.56074 2.61499 -0.17794 0.036
N -0.06437 2.91488 0.86304 0.109
C -1.34608 3.39147 0.75046 -0.163
N -2.34983 2.56008 0.76933 0.111
C -4.31174 -1.51826 -0.57808 -0.085
N -4.16866 -2.82215 -0.80842 0.079
H -5.40081 -6.55412 0.13269 0.056
H -4.86735 -8.11262 -0.22356 0.075
H -4.99317 -7.57102 1.41939 0.083
H -4.34412 -4.85885 1.01425 0.136
H -2.84587 -5.21724 1.94708 0.121
H -1.38171 -4.56191 0.37294 0.140
H -2.43099 -5.06082 -0.87893 0.107
H -1.51004 -2.04937 0.93881 0.133
H -3.92144 0.85825 0.76463 0.114
H -0.55693 -0.28158 0.29846 0.109
H 1.92203 2.30452 1.35446 0.136
H 2.91301 0.35307 -0.21610 0.122
H 1.72840 1.10642 -1.21563 0.084
H 1.74870 3.24966 -2.10329 0.092
H 3.33433 5.25149 -2.72069 0.073
H 5.51673 5.52063 -1.62025 0.095
H 6.63972 3.38941 1.08783 0.176
H 4.76849 1.98006 0.75300 0.134
H -1.43871 4.47684 0.82024 0.110
H -5.16235 -0.86465 -0.90030 0.125
```

=====

The following is a DFT calculation (ωB97M-V with the def2-TZVPD basis set) of a molecular structure, C18H20NO9STa.

Properties
Relative energy (zero: lowest compared OMol25 entry of this formula, charge and spin) in kcal/mol: 2.0
Charge: +2
Strongest force on any atom in eV/Å: 0.81

XYZ file:
```
50
Properties=species:S:1:pos:R:3:lowdin_charge:R:1
Ta 0.35304 1.24151 0.36064 2.028
O -0.59047 -0.49344 3.60289 0.251
C 0.22411 -0.37428 2.76505 -0.437
O 0.52071 0.89231 2.20446 -0.162
C 1.01562 -1.48376 2.09011 -0.061
C 2.31789 -0.94135 1.49365 -0.176
C 3.23670 -2.04158 1.00029 -0.054
C 2.52721 -2.53362 -0.28339 -0.057
C 1.27674 -1.68083 -0.31256 -0.182
O 1.77389 -0.37291 0.21608 -0.209
C 0.28939 -2.06284 0.80421 -0.058
C -1.06448 -1.45509 0.49523 -0.407
O -2.12345 -1.95428 0.51757 0.254
O -0.90837 -0.09228 0.09786 -0.180
H 1.17047 -2.26563 2.83019 0.183
H 2.79194 -0.14230 2.05422 0.175
H 3.33900 -2.81769 1.75688 0.142
H 4.22746 -1.64982 0.78593 0.137
H 2.27662 -3.59234 -0.26207 0.142
H 3.13129 -2.34685 -1.16798 0.136
H 0.83443 -1.51213 -1.29069 0.174
H 0.14549 -3.13761 0.88345 0.182
C -5.87803 0.80287 -2.65529 -0.016
C -4.71333 1.57846 -2.12420 -0.217
C -4.27675 1.39305 -0.80758 0.006
C -3.22805 2.12720 -0.29720 -0.057
C -2.59085 3.05446 -1.12904 -0.314
C -3.02222 3.28514 -2.43216 -0.033
C -4.07269 2.53122 -2.91895 0.007
S -1.39406 4.05547 -0.39344 0.794
O -0.46647 3.05749 0.35378 -0.430
O -1.87656 5.04529 0.49183 -0.167
N -0.48917 4.73973 -1.51852 -0.103
C 0.24132 4.12117 -2.63603 -0.149
C 1.65465 3.60450 -2.29777 -0.029
C 1.53379 2.40103 -1.43309 -0.555
O 0.69362 1.46880 -1.71811 -0.061
O 2.05910 2.32464 -0.27172 -0.033
H -5.96192 -0.16997 -2.17472 0.092
H -5.80716 0.66332 -3.73223 0.093
H -6.80230 1.34986 -2.45452 0.109
H -4.77918 0.67321 -0.17453 0.136
H -2.93561 2.00883 0.73958 0.125
H -2.56768 4.04723 -3.05041 0.123
H -4.41488 2.69411 -3.93264 0.135
H -0.43759 5.74372 -1.38538 0.153
H 0.32787 4.88938 -3.40113 0.147
H -0.35044 3.30872 -3.05323 0.118
H 2.27068 4.34981 -1.79940 0.148
H 2.13650 3.31937 -3.23683 0.158
```

=====

The following is a DFT calculation (ωB97M-V with the def2-TZVPD basis set) of a molecular structure, C18H21BFN17Ru.

Properties
DFT total energy in Ha: -1848.957742
2S+1: 5
<S²>: 6.02
Charge: 0
Strongest force on any atom in eV/Å: 0.40

XYZ file:
```
59
Properties=species:S:1:pos:R:3:mulliken_spin:R:1
Ru 0.06350 -0.04288 0.15590 2.608
C 0.08211 -3.72296 1.40958 -0.001
C -0.48579 -3.26878 0.11286 0.015
C -1.00388 -4.13881 -0.84274 -0.002
C -1.42514 -3.34071 -1.87690 0.033
N -1.21267 -2.06210 -1.55995 0.045
N -0.58108 -2.00110 -0.33644 -0.064
B -1.55069 -0.80026 -2.41138 -0.053
N -0.17216 -0.20497 -2.83391 -0.009
C 0.31995 0.25318 -3.99199 0.034
C 1.58852 0.74965 -3.77178 0.005
C 1.81745 0.58823 -2.40800 0.003
C 2.99514 0.98533 -1.58515 0.019
N 0.75640 -0.00746 -1.85946 0.106
N -2.34833 0.18695 -1.50528 0.002
C -3.44188 0.90699 -1.78139 0.039
C -3.73127 1.70819 -0.69596 0.001
C -2.73204 1.44062 0.23767 0.004
C -2.49502 2.03907 1.58150 0.024
N -1.92170 0.50355 -0.26088 0.079
N -2.45720 -1.07480 -3.60916 0.002
C -3.38291 -2.02034 -3.91456 0.000
C -4.01412 -1.64475 -5.06962 0.001
C -3.41665 -0.41755 -5.42384 0.000
C -3.71420 0.46183 -6.59528 0.000
N -2.49596 -0.08025 -4.53952 0.008
H -0.06414 -4.79913 1.48228 0.000
H 1.14053 -3.49876 1.49027 0.001
H -0.40029 -3.23972 2.25559 0.000
H -1.04245 -5.21172 -0.77857 0.000
H -1.82609 -3.62162 -2.83132 0.003
H -0.26985 0.20700 -4.88796 0.003
H 2.25447 1.18052 -4.49873 0.001
H 3.92328 0.71496 -2.08676 0.002
H 3.00086 2.06595 -1.42809 0.001
H 2.97917 0.49329 -0.61208 -0.007
H -3.93399 0.81111 -2.73384 0.001
H -4.54946 2.39946 -0.59530 0.001
H -3.42630 2.10884 2.14182 0.002
H -1.79326 1.43809 2.16038 -0.009
H -2.08717 3.04679 1.47965 0.000
H -3.60863 -2.85651 -3.27840 0.000
H -4.80464 -2.17014 -5.57798 0.000
H -4.46325 0.00181 -7.23758 0.000
H -4.09179 1.43089 -6.26876 0.000
H -2.81705 0.63920 -7.18810 0.000
N 1.82268 2.01038 2.34109 0.034
C 1.23611 2.57573 1.25963 0.017
N 1.28136 3.85893 0.96131 0.010
N 0.57655 3.96967 -0.18435 0.020
N 0.14064 2.83543 -0.54105 0.307
N 0.53090 1.88546 0.34679 -0.037
C 1.76958 0.67088 2.63602 0.054
N 2.34709 0.16185 3.69561 0.002
N 2.07300 -1.15594 3.62931 0.034
N 1.37301 -1.42545 2.59463 -0.018
N 1.14375 -0.27668 1.90856 0.014
H 2.32951 2.60530 2.97602 0.000
F -0.85795 2.61554 -2.24591 0.664
```